A structure of composition C59H50OP2SSeSiTa, computed with the ωB97M-V functional and the def2-TZVPD basis.

Output
Frontier orbital gap, Eh: 0.2185
HOMO energy, eV: -14.88
Calculated total energy, eV: -168208.691

Geometry as ORCA input:
```
! wB97M-V def2-TZVPD RIJCOSX def2/J DEFGRID3
* xyz 3 1
Ta -0.4488 0.2530 0.3751
O 0.6826 0.7001 -1.3134
S 0.8193 -0.7354 -2.0109
C 0.3901 -0.3718 -3.6515
C 1.3721 0.0365 -4.5448
C 1.0868 0.3395 -5.8778
C -0.2129 0.1891 -6.3016
C -0.8298 0.3823 -7.6554
C -2.3226 0.0165 -7.4729
C -2.4664 -0.2844 -6.0091
C -3.5571 -0.6154 -5.2505
C -3.3703 -0.7876 -3.8721
C -2.1466 -0.6795 -3.2239
P -2.2464 -0.8510 -1.4061
C -3.7922 -0.0709 -0.8836
C -5.0359 -0.7102 -0.9084
C -6.1792 -0.0232 -0.5387
C -6.1005 1.3080 -0.1490
C -4.8762 1.9591 -0.1389
C -3.7317 1.2709 -0.5102
C -2.3581 -2.6500 -1.2019
C -1.5603 -3.4559 -2.0149
C -1.5798 -4.8335 -1.8708
C -2.4121 -5.4240 -0.9300
C -3.2205 -4.6297 -0.1300
C -3.1859 -3.2503 -0.2567
C -0.9891 -0.4277 -4.0123
C -1.2097 -0.1895 -5.3811
C 2.5111 -1.2233 -1.9895
C 2.7746 -2.1870 -2.9507
C 4.0578 -2.6905 -3.1859
C 5.0863 -2.1432 -2.4650
C 6.5656 -2.3857 -2.5486
C 7.1828 -1.4426 -1.4906
C 6.0075 -0.7568 -0.8582
C 5.9444 0.1682 0.1458
C 4.6732 0.5502 0.5900
C 3.4696 0.1109 0.0538
P 2.0867 0.5971 1.1559
C 2.5620 -0.0053 2.8019
C 2.2279 -1.3097 3.1648
C 2.6676 -1.8431 4.3654
C 3.4451 -1.0786 5.2228
C 3.7998 0.2146 4.8640
C 3.3718 0.7464 3.6593
C 2.1776 2.4104 1.1274
C 2.4214 3.0376 -0.0956
C 2.4653 4.4207 -0.1719
C 2.2807 5.1873 0.9696
C 2.0421 4.5675 2.1893
C 1.9830 3.1859 2.2682
C 3.5178 -0.7379 -1.0979
C 4.8080 -1.1931 -1.4601
H 2.3980 0.0965 -4.2058
H 1.8785 0.6587 -6.5410
H -0.3344 -0.2401 -8.4015
H -0.6978 1.4164 -7.9794
H -2.5974 -0.8558 -8.0683
H -2.9878 0.8246 -7.7776
H -4.5459 -0.7187 -5.6756
H -4.2546 -0.9931 -3.2829
H -5.1145 -1.7458 -1.2126
H -7.1381 -0.5232 -0.5624
H -6.9989 1.8419 0.1300
H -4.8136 3.0022 0.1395
H -2.7962 1.8209 -0.5410
H -0.9430 -3.0230 -2.7936
H -0.9611 -5.4493 -2.5094
H -2.4428 -6.5006 -0.8334
H -3.8901 -5.0904 0.5844
H -3.8147 -2.6434 0.3775
H 1.9678 -2.5429 -3.5802
H 4.2129 -3.4436 -3.9454
H 6.9317 -2.1752 -3.5542
H 6.7919 -3.4337 -2.3473
H 7.8612 -0.7134 -1.9352
H 7.7580 -1.9875 -0.7411
H 6.8274 0.5679 0.6247
H 4.6443 1.2238 1.4370
H 1.6479 -1.9307 2.4959
H 2.4143 -2.8618 4.6270
H 3.7883 -1.4951 6.1600
H 4.4213 0.8091 5.5199
H 3.6751 1.7515 3.4002
H 2.5908 2.4505 -0.9888
H 2.6593 4.8993 -1.1220
H 2.3322 6.2662 0.9121
H 1.9082 5.1598 3.0854
H 1.7870 2.7238 3.2252
C -1.0842 1.8211 1.4070
C -1.1749 2.5961 2.3605
C -1.3236 3.5177 3.4147
C -1.9148 4.7620 3.1494
C -2.0494 5.6778 4.1759
C -1.5918 5.3639 5.4502
C -0.9996 4.1316 5.7139
C -0.8642 3.2030 4.7027
H -2.2582 4.9918 2.1502
H -2.5085 6.6380 3.9867
H -1.6972 6.0872 6.2477
H -0.6483 3.9037 6.7107
H -0.3977 2.2431 4.8910
C -3.9558 -2.6434 3.0578
Si -2.4788 -1.7336 3.7072
C -2.7958 0.0306 4.1840
C -1.3274 -2.7200 4.7945
Se -0.9781 -1.5603 1.7708
H -4.5975 -2.8109 3.9310
H -3.7166 -3.6177 2.6381
H -4.5297 -2.0485 2.3475
H -3.4606 0.0520 5.0527
H -3.2878 0.5703 3.3739
H -1.8776 0.5432 4.4610
H -1.9088 -3.3463 5.4764
H -0.6871 -2.0728 5.3942
H -0.7002 -3.3902 4.2073
*
```

Results of the Löwdin charge analysis, in e, for atoms 1 through 2: Ta 1.075; O -0.669



A cluster of 3 separate species, C3H12NO in total in a non-equilibrium geometry, computed with the ωB97M-V functional and the def2-TZVPD basis.

Output
Frontier orbital gap (spin up / spin down), Eh: 0.2493 / 0.3382
Expectation value of S²: 1.699
HOMO energy (spin up / spin down), eV: -21.42 / -21.80
Calculated total energy, eV: -6816.004

Geometry as ORCA input:
```
! wB97M-V def2-TZVPD RIJCOSX def2/J DEFGRID3
* xyz 2 2
C -2.3742 0.2609 0.7030
C -2.4381 -0.0433 -0.7531
N 2.1778 -0.0473 -1.0505
C 2.8742 0.4231 0.1278
H -3.0017 1.0866 1.0285
H -2.6178 -0.6955 1.2227
H -1.2625 0.5083 0.9193
H -2.5311 0.8500 -1.3847
H -1.5102 -0.7224 -0.8821
H -3.2369 -0.7050 -1.1200
H 2.6669 -0.7820 -1.5180
H 3.7742 0.8967 -0.2381
H 3.2637 -0.4003 0.7182
H 2.2037 1.1154 0.7425
H 1.2194 -0.3088 -0.6633
H 0.5814 -0.8330 1.5160
O 0.2113 -0.6034 0.6318
*
```

Results of the Löwdin charge analysis, in e, for atoms 1 through 2: C -0.007; C 0.027



A structure of composition C9H24N4PrS3 in a non-equilibrium geometry, computed with the ωB97M-V functional and the def2-TZVPD basis.

Output
Frontier orbital gap (spin up / spin down), Eh: 0.3071 / 0.3329
Expectation value of S²: 2.003
HOMO energy (spin up / spin down), eV: -19.31 / -19.30
Calculated total energy, eV: -62231.126

Geometry as ORCA input:
```
! wB97M-V def2-TZVPD RIJCOSX def2/J DEFGRID3
* xyz 3 3
Pr -0.2385 0.2102 -0.3205
S 1.8489 2.2343 -0.1201
S -0.7361 -2.4885 0.6461
C 1.8220 2.9057 -1.8333
C 3.3183 1.1391 -0.2522
C 3.0401 -0.2171 -0.8986
N 1.9999 -0.9612 -0.1148
C 1.8789 -2.4005 -0.4959
C 1.0007 -3.1455 0.5052
H 3.7020 1.0164 0.7701
H 4.0747 1.6669 -0.8431
H 3.9633 -0.8275 -0.9094
H 2.6699 -0.1247 -1.9348
H 2.8901 -2.8413 -0.5021
H 1.4717 -2.4419 -1.5203
H 1.4180 -3.1064 1.5215
H 0.9153 -4.1960 0.2038
C -1.4879 -3.3705 -0.7839
H 2.3039 -0.9380 0.8743
H -0.8168 -3.3824 -1.6542
H -2.4370 -2.8892 -1.0534
H -1.6983 -4.4016 -0.4615
H 0.8013 3.2488 -2.0533
H 2.1369 2.1542 -2.5724
H 2.5111 3.7634 -1.8542
C 0.1419 0.5125 2.8624
C -1.0482 1.0823 2.6180
H 1.0644 1.0833 2.8290
H 0.2287 -0.5372 3.1277
H -1.1508 2.1454 2.3307
H -2.0082 0.5422 2.7371
N -2.7844 -0.2372 -0.2676
N -3.6820 0.8506 -0.0336
C -3.1380 2.0951 -0.2267
N -3.7862 3.1374 0.3123
S -1.7985 2.3344 -1.2516
H -2.8361 -0.4127 -1.2896
H -3.1909 -1.0988 0.1411
H -4.2185 0.7748 0.8566
H -3.4518 4.0815 0.1445
H -4.6938 3.0399 0.7667
*
```

Results of the Löwdin charge analysis, in e, for atoms 1 through 2: Pr 0.804; S 0.828



A structure of composition C27H26FN4O13PS in a non-equilibrium geometry, computed with the ωB97M-V functional and the def2-TZVPD basis.

Output
Frontier orbital gap, Eh: 0.2907
HOMO energy, eV: -8.95
Calculated total energy, eV: -83826.386

Geometry as ORCA input:
```
! wB97M-V def2-TZVPD RIJCOSX def2/J DEFGRID3
* xyz 0 1
C -4.6902 0.2890 0.7013
P -5.1380 1.9002 -0.2034
O -4.5514 3.2055 0.7503
C -4.1245 1.7867 -1.7798
O -4.3306 2.7331 -2.8498
S -3.2095 2.1597 -3.9874
O -2.3205 3.1563 -4.6087
O -4.0641 1.3086 -4.8428
O -2.1348 1.3216 -2.9758
C -2.5356 1.7961 -1.6709
F -1.9837 1.1890 -0.5599
H -4.3453 0.4834 1.7385
H -3.9223 -0.2801 0.1048
H -5.5948 -0.3675 0.7643
H -5.3037 3.4028 1.3281
H -4.4035 0.7867 -2.2200
H -2.2190 2.8743 -1.5628
C 1.4109 1.7864 0.4560
C 0.3905 2.6038 0.9277
C 0.6766 3.6288 1.8205
C 1.9903 3.8271 2.2298
C 3.0157 3.0101 1.7690
C 2.7202 1.9861 0.8788
N 2.3004 4.9208 3.1509
O 1.3780 5.6045 3.5496
O 3.4637 5.0862 3.4630
H 1.1852 0.9905 -0.2453
H -0.6277 2.4433 0.5963
H -0.1248 4.2601 2.1821
H 4.0387 3.1594 2.0897
H 3.5103 1.3442 0.5104
C 8.2429 0.9559 -2.2163
C 7.1567 1.2881 -1.4141
C 5.9872 0.5443 -1.4867
C 5.9183 -0.5318 -2.3624
C 6.9956 -0.8674 -3.1736
C 8.1615 -0.1170 -3.0975
N 4.6945 -1.3298 -2.4201
O 3.7653 -0.9958 -1.7094
O 4.6724 -2.2863 -3.1721
H 9.1572 1.5350 -2.1538
H 7.2236 2.1255 -0.7302
H 5.1478 0.8103 -0.8592
H 6.9426 -1.7025 -3.8601
H 9.0090 -0.3703 -3.7225
C -3.6247 -0.0979 7.4348
C -3.6616 -1.4301 7.0382
C -4.2383 -1.7786 5.8244
C -4.7711 -0.7825 5.0144
C -4.7454 0.5510 5.4060
C -4.1691 0.8906 6.6227
N -5.3573 -1.1427 3.7237
O -5.3800 -2.3182 3.4188
O -5.7856 -0.2437 3.0212
H -3.1687 0.1713 8.3808
H -3.2376 -2.1969 7.6747
H -4.2622 -2.8181 5.5242
H -5.1638 1.3281 4.7795
H -4.1407 1.9266 6.9371
C 2.1958 -3.9376 -2.7627
C 1.6816 -3.2668 -3.8657
C 0.5054 -3.7046 -4.4604
C -0.1493 -4.8142 -3.9372
C 0.3610 -5.4958 -2.8390
C 1.5394 -5.0527 -2.2524
N -1.4017 -5.2641 -4.5451
O -1.8107 -4.6572 -5.5158
O -1.9653 -6.2176 -4.0433
H 3.1075 -3.5908 -2.2996
H 2.1972 -2.3998 -4.2600
H 0.1129 -3.1754 -5.3190
H -0.1441 -6.3627 -2.4328
H 1.9452 -5.5744 -1.3941
*
```

Results of the Löwdin charge analysis, in e, for atoms 1 through 2: C -0.263; P 0.959



The highest calculated total energy belongs to which entry? C3H12NO



The lowest calculated total energy belongs to which entry? C59H50OP2SSeSiTa